(1)
Below is C5H6S as an isolated structure in a non-equilibrium geometry, with properties calculated with ωB97M-V/def2-TZVPD.

The geometry in XYZ format:
```
12
Properties=species:S:1:pos:R:3:forces:R:3:lowdin_charge:R:1
C -2.04100 0.07849 2.12228 -3.2 -0.3 3.3 0.107
C -1.20506 0.01840 1.30888 3.3 0.7 -2.2 -0.163
C 0.04054 0.14013 0.56284 0.3 -1.8 -0.4 -0.605
C 0.14069 -0.62790 -0.79601 0.3 1.4 -0.8 -0.265
C 1.23888 0.32375 -1.34247 -0.2 0.5 -0.6 -0.431
H -2.71343 0.01835 2.96997 0.2 0.1 -0.8 0.045
H 0.89689 -0.17529 1.21344 -0.8 0.2 -0.4 0.123
H 0.33378 -1.67971 -0.89228 0.2 -0.6 0.6 0.095
H -0.74662 -0.41888 -1.41394 0.1 0.0 0.5 0.107
H 2.26389 0.10869 -1.02151 -0.3 -0.2 0.0 0.066
H 1.23637 0.53733 -2.44195 -0.1 -0.2 1.0 0.082
S 0.55507 1.67664 -0.26924 0.1 0.1 -0.3 0.839
```
Forces are in eV/Å.

## Properties
Net charge: 0
Kohn-Sham gap (eV): 9.690
Energy relative to the best compared isomer or geometry (same formula, charge and spin) (kJ/mol): 186.1
LUMO level (eV): 0.9
Energy (Eh): -592.20097

---

(2)
Below is C10H26Cl4CrFO8P2 as an isolated structure in a non-equilibrium geometry, with properties calculated with ωB97M-V/def2-TZVPD.

The geometry in XYZ format:
```
52
Properties=species:S:1:pos:R:3:forces:R:3:lowdin_charge:R:1
Cr -1.66530 0.50028 0.96336 1.7 -2.0 -2.0 1.077
F -1.56430 -0.63779 -0.56463 -0.4 1.1 1.5 -0.478
C -0.78388 -3.91801 2.89088 -1.7 -0.3 -0.1 -0.107
O -0.19982 -2.91029 3.73779 -0.2 0.6 -0.3 -0.179
P 0.25458 -1.58927 3.02101 0.6 -1.0 0.0 0.377
O -0.81749 -1.03194 2.14788 -0.7 1.2 0.0 -0.311
O 1.54980 -1.93352 2.21554 -0.4 0.4 -0.1 -0.151
C 1.63876 -1.80515 0.79049 0.9 -0.3 -0.9 -0.075
O 0.79016 -0.69300 4.16828 0.1 0.4 0.2 -0.165
C 0.10031 -0.52719 5.41289 -1.3 -0.4 0.5 -0.061
H -1.25812 -3.56654 1.97069 1.2 0.6 -0.4 0.039
H -1.74803 -4.23146 3.30538 0.6 -0.5 1.0 0.102
H -0.08354 -4.73105 2.75586 0.0 0.0 -0.1 0.089
H 2.55690 -1.28289 0.52687 -0.1 0.3 0.4 0.052
H 0.79928 -1.30010 0.31526 -0.2 0.0 0.3 0.061
H 1.78250 -2.79564 0.35616 -0.4 -0.1 0.2 0.094
H -0.74522 -1.21647 5.47388 0.1 -0.1 -0.1 0.089
H -0.33575 0.46509 5.50760 0.4 0.2 -0.2 0.092
H 0.71724 -0.76266 6.27451 0.5 0.2 -0.3 0.102
C -1.86161 3.39629 -2.58666 -0.3 -0.2 0.0 -0.047
O -0.45773 3.16071 -2.33450 -0.4 -0.3 0.6 -0.198
P 0.03446 3.01698 -0.85169 0.3 1.6 -1.3 0.360
O -0.39437 1.78811 -0.14857 -0.4 0.0 1.0 -0.294
O 1.56761 3.18018 -1.01706 0.0 -0.6 0.5 -0.253
C 2.14311 4.29752 -1.74714 0.3 -0.1 0.8 -0.026
O -0.46708 4.37553 -0.19659 -0.2 -0.5 0.1 -0.193
C -0.48407 4.53704 1.21762 -0.4 0.3 1.0 -0.078
H -2.24051 2.62910 -3.25716 0.3 0.2 -0.4 0.090
H -1.92767 4.40493 -2.98103 -0.3 -0.1 -0.2 0.103
H -2.48998 3.30396 -1.69785 0.3 0.2 0.2 0.087
H 2.90605 4.72934 -1.10161 -0.1 -0.1 0.1 0.100
H 1.37787 5.04909 -1.91301 0.1 0.0 -0.5 0.092
H 2.65482 3.88962 -2.61251 -0.4 0.2 -0.3 0.097
H -0.07930 3.67696 1.75383 0.1 0.0 -0.2 0.084
H -1.50529 4.70336 1.56794 -0.1 -0.2 -0.3 0.096
H 0.05156 5.42949 1.53727 0.3 -0.1 -0.4 0.100
Cl -1.27719 -5.41911 0.03194 0.2 -0.2 -0.2 0.576
C -0.71876 -4.37950 -1.32852 -1.7 -0.2 -0.4 -0.580
C -1.92036 -3.60075 -1.85402 -0.4 1.0 0.9 -0.684
Cl -3.32309 -4.60836 -2.29628 0.3 0.0 -0.1 0.549
H -0.41489 -5.03056 -2.14293 0.8 -0.1 0.3 0.074
H -0.00168 -3.71293 -0.86641 0.4 0.0 -0.5 0.040
H -1.72632 -2.92485 -2.68533 0.5 -0.4 -0.2 0.067
H -2.26646 -2.92202 -1.07522 -0.1 -0.1 0.1 0.037
Cl 3.04225 0.62968 -1.41468 0.1 -0.5 0.2 0.637
C 2.21396 0.34835 -2.96195 -0.6 0.4 -0.7 -0.609
C 0.80922 -0.20825 -2.80890 -0.2 0.0 2.2 -0.693
Cl -0.26291 0.07749 -4.18084 0.3 -0.2 -0.1 0.612
H 2.85962 -0.26060 -3.58562 0.0 0.1 -0.1 0.077
H 2.05285 1.34844 -3.36304 0.4 -0.1 -0.4 0.052
H 0.36853 0.29159 -1.94219 -0.2 0.3 -0.3 0.010
H 0.74927 -1.22924 -2.42699 0.2 -0.3 -0.8 0.069
```
Forces are in eV/Å.

## Properties
Net charge: +1
Kohn-Sham gap (alpha / beta) (eV): 8.125 / 8.203
2S+1: 5
LUMO level (alpha / beta) (eV): -4.2 / -4.2
Energy (Eh): -4666.34135

---

(3)
Below is C15H31ClO4P2Ti as an isolated structure in a non-equilibrium geometry, with properties calculated with ωB97M-V/def2-TZVPD.

The geometry in XYZ format:
```
54
Properties=species:S:1:pos:R:3:forces:R:3:lowdin_charge:R:1
P 1.39037 -1.87821 -1.65987 -0.3 0.6 0.7 0.865
P 0.56776 1.94354 -2.15928 -2.8 -2.3 -3.0 0.688
C 2.01509 -0.46538 -2.61925 0.0 -0.1 -0.6 -0.296
C 2.05502 0.91917 -1.93135 0.5 0.1 0.5 -0.264
H 1.39462 -0.42329 -3.52802 0.1 0.1 0.2 0.073
H 3.03341 -0.73312 -2.93791 -0.2 0.0 0.1 0.102
H 2.22199 0.84299 -0.84106 0.1 0.0 -0.4 0.087
H 2.87427 1.51446 -2.36458 -0.1 -0.4 0.2 0.093
C 0.98456 3.57955 -2.73903 0.7 0.3 0.2 -0.159
H 1.07980 4.23335 -1.86574 0.1 0.1 -0.3 0.059
H 0.18268 3.93494 -3.39446 0.1 -0.2 0.2 0.068
H 1.93343 3.54251 -3.29298 -0.3 0.2 0.1 0.060
C -0.26908 2.07595 -0.59627 0.0 0.3 0.4 -0.157
H -0.46761 3.14128 -0.42853 -0.2 -0.3 0.2 0.064
H 0.35486 1.68714 0.22386 -0.3 0.1 -0.1 0.031
H -1.20896 1.51336 -0.63019 0.2 0.2 0.0 0.073
C 0.81261 -3.21326 -2.70742 0.3 -0.2 -0.3 -0.170
H 0.39027 -3.99668 -2.06285 0.1 0.2 -0.1 0.074
H 1.65603 -3.63285 -3.27315 -0.3 0.1 0.0 0.070
H 0.03437 -2.86692 -3.40198 0.3 0.0 0.2 0.048
C 2.75097 -2.47116 -0.62466 -0.2 -0.1 -0.1 -0.161
H 3.29472 -1.61747 -0.20303 -0.2 -0.2 0.0 0.068
H 3.42527 -3.07949 -1.23834 -0.1 0.1 0.2 0.062
H 2.34348 -3.07654 0.19499 0.1 0.1 -0.2 0.073
Ti -1.51564 0.35398 -5.06234 0.3 0.9 7.4 0.791
C -1.01048 1.64399 -6.39485 0.5 2.6 -2.0 -0.330
C -2.44581 1.47694 -6.32024 -1.2 2.1 -2.4 -0.313
C -3.18240 0.61526 -7.33285 -0.3 0.5 -0.2 -0.199
C -2.89422 -0.90390 -7.17288 -0.2 -0.5 -0.3 -0.199
C -2.10787 -1.26231 -5.92102 -1.1 -2.6 -1.4 -0.332
C -0.65915 -1.17542 -5.87354 1.3 -2.0 -0.6 -0.351
C 0.14409 -0.60439 -7.02223 0.4 -0.7 -0.3 -0.203
C -0.14774 0.88700 -7.38153 0.1 0.5 -0.5 -0.190
C 0.03536 -1.38219 -0.61722 -0.2 -0.1 0.1 -0.188
H -0.57646 2.58133 -6.03283 -0.2 0.0 -0.1 0.091
H -3.03641 2.27743 -5.85717 0.2 0.0 -0.1 0.102
H -2.93399 0.92130 -8.36564 0.0 0.0 0.3 0.106
H -4.26551 0.78710 -7.23562 0.3 0.0 0.1 0.103
H -3.86594 -1.41941 -7.15110 0.3 0.0 0.1 0.102
H -2.39693 -1.26701 -8.08887 0.0 0.1 0.3 0.106
H -2.60827 -1.98461 -5.26570 0.3 -0.1 -0.1 0.091
H -0.12264 -1.88620 -5.24297 0.0 -0.3 -0.1 0.058
H -0.00623 -1.21144 -7.93121 0.0 0.2 0.1 0.105
H 1.21990 -0.69508 -6.80000 -0.3 0.0 0.1 0.099
H 0.82176 1.40473 -7.46081 -0.3 -0.1 0.0 0.103
H -0.57558 0.92605 -8.39853 0.0 0.0 0.3 0.108
H 0.40028 -0.73485 0.20732 -0.1 -0.1 -0.2 -0.002
H -0.39854 -2.27217 -0.13899 0.1 0.2 -0.1 0.081
H -0.74975 -0.86868 -1.18483 0.2 -0.1 -0.1 0.066
O -0.00774 1.51081 3.22652 0.0 -1.2 -0.8 -0.506
Cl 0.22927 0.09881 2.81033 0.0 0.3 0.2 0.849
O 1.16866 0.12170 1.58553 -0.6 0.3 0.7 -0.609
O -1.04754 -0.55583 2.38324 0.9 0.8 -0.1 -0.522
O -0.32238 1.24186 -3.26708 1.6 1.0 1.8 -0.469
```
Forces are in eV/Å.

## Properties
Net charge: 0
Kohn-Sham gap (alpha / beta) (eV): 4.936 / 6.416
Energy relative to the best compared isomer or geometry (same formula, charge and spin) (kJ/mol): 0.0
2S+1: 3
LUMO level (alpha / beta) (eV): -0.1 / -0.2
Energy (Eh): -2883.08520

---

(4)
Below is C23H21F3N4O4PdS as an isolated structure, with properties calculated with ωB97M-V/def2-TZVPD.

The geometry in XYZ format:
```
57
Properties=species:S:1:pos:R:3:forces:R:3:lowdin_charge:R:1
Pd 1.40118 0.09299 -0.21600 0.4 0.5 -0.2 0.875
C 4.18680 0.24891 1.99969 0.0 0.0 0.0 -0.061
O 2.94840 0.96038 2.05033 -0.1 -0.1 -0.1 -0.114
C 2.03476 0.57849 2.97692 0.1 0.1 0.0 -0.256
C 2.38715 0.24024 4.27858 0.0 0.0 0.0 -0.010
C 1.41235 -0.08614 5.20647 0.0 0.0 0.0 -0.074
C 0.07077 -0.06964 4.84952 0.0 0.0 0.0 -0.083
C -0.28528 0.27520 3.55859 0.0 0.0 0.0 -0.016
C 0.68616 0.60025 2.62100 -0.2 -0.1 -0.1 -0.165
N 0.30854 0.89209 1.26606 -0.3 -0.5 0.3 -0.040
N -0.77430 1.50117 1.15075 0.1 0.2 0.0 0.117
C -1.27366 1.88694 -0.06184 0.1 0.0 -0.2 -0.133
C -0.50525 1.95613 -1.24837 -0.2 0.0 0.1 -0.319
O 0.69930 1.51624 -1.40530 0.0 0.1 0.0 -0.215
C -1.09179 2.61800 -2.38246 0.1 -0.1 0.0 -0.008
C -2.35514 3.09244 -2.35503 -0.1 0.0 0.0 -0.015
C -3.17106 2.99505 -1.18579 0.0 0.0 0.0 -0.176
C -4.48908 3.48935 -1.17023 0.0 0.0 0.0 -0.041
C -5.25112 3.41365 -0.03477 0.0 0.0 0.0 -0.088
C -4.70432 2.83758 1.12310 0.0 0.0 0.0 -0.076
C -3.42362 2.34506 1.12810 0.0 0.0 0.0 -0.025
C -2.62317 2.41116 -0.02968 0.1 0.0 0.0 -0.102
H 4.15481 -0.64162 2.62518 0.0 0.0 0.0 0.092
H 4.99547 0.90755 2.31697 0.0 0.0 0.0 0.094
H 4.34408 -0.06229 0.96815 0.0 0.0 0.0 0.066
H 3.43038 0.25298 4.56378 0.0 0.0 0.0 0.117
H 1.70417 -0.35073 6.21437 0.0 0.0 0.0 0.105
H -0.69175 -0.33491 5.56897 0.0 0.0 0.0 0.103
H -1.32001 0.27153 3.24534 0.0 0.0 0.0 0.107
H -0.46948 2.71600 -3.26364 0.0 0.0 0.0 0.115
H -2.77047 3.57033 -3.23531 0.0 0.0 0.0 0.117
H -4.88903 3.93379 -2.07422 0.0 0.0 0.0 0.111
H -6.26345 3.79488 -0.02641 0.0 0.0 0.0 0.100
H -5.30120 2.77882 2.02434 0.0 0.0 0.0 0.103
H -3.01286 1.90341 2.02439 0.0 0.0 0.0 0.097
F 0.55388 -4.53044 1.87381 0.0 0.0 0.0 0.157
C 1.56248 -3.79960 1.39838 0.0 0.0 0.0 -0.547
F 2.46048 -3.65079 2.37530 0.0 0.0 0.0 0.153
F 2.15496 -4.51898 0.41135 0.0 0.0 0.0 0.126
C 1.07887 -2.46003 0.79007 0.1 0.0 0.0 -0.570
O 1.96041 -1.53957 0.87996 -0.1 0.1 -0.1 -0.139
O -0.00978 -2.44195 0.24199 0.1 0.0 -0.1 0.053
S 3.03659 -0.33511 -1.88827 -0.1 -0.2 -0.1 0.669
C 1.82938 -1.20379 -2.76821 -0.1 -0.2 0.2 -0.777
N 0.92398 -0.55985 -3.49878 0.0 0.1 0.0 0.033
C -0.28663 -1.19191 -4.01667 0.0 0.0 0.0 -0.154
C -0.00970 -2.65838 -4.29938 0.0 0.0 0.0 -0.157
C 0.60445 -3.30364 -3.06901 0.0 0.0 0.0 -0.153
N 1.77921 -2.53055 -2.67563 0.0 0.0 0.0 0.034
H 0.92830 0.44136 -3.35140 0.0 0.0 0.0 0.104
H -0.58181 -0.66932 -4.92561 0.0 0.0 0.0 0.123
H -1.09304 -1.08622 -3.28519 0.0 0.0 0.0 0.131
H 0.67952 -2.74588 -5.14165 0.0 0.0 0.0 0.123
H -0.93610 -3.16533 -4.56531 0.0 0.0 0.0 0.120
H 0.91798 -4.32576 -3.27254 0.0 0.0 0.0 0.126
H -0.10492 -3.31870 -2.23660 0.0 0.0 0.0 0.118
H 2.45323 -2.94084 -2.04815 0.0 0.0 0.0 0.124
```
Forces are in eV/Å.

## Properties
Net charge: 0
Kohn-Sham gap (eV): 7.153
Energy relative to the best compared isomer or geometry (same formula, charge and spin) (kJ/mol): 22.5
LUMO level (eV): -0.6
Energy (Eh): -2234.77003

---

Q: What is the energy in the second record?
A: -4666.34135 Eh

---

Q: Which formula does entry 3 have?
A: C15H31ClO4P2Ti